*a*
{"formula": "C3H9NO4", "method": "the ωB97M-V functional and the def2-TZVPD basis", "elements": ["C", "C", "C", "N", "O", "O", "O", "O", "H", "H", "H", "H", "H", "H", "H", "H", "H"], "coordinates": [[0.37, 0.03, -0.50], [2.62, 0.24, 0.20], [-2.58, -0.25, 0.50], [-0.33, -0.98, 0.28], [1.71, -0.35, -0.71], [-1.31, -0.33, 1.15], [0.22, 1.32, 0.02], [-0.27, 0.06, -1.74], [0.08, 1.81, -0.81], [-0.75, -0.78, -1.70], [0.34, -1.29, 0.97], [2.35, 0.01, 1.24], [3.61, -0.19, 0.01], [2.69, 1.32, 0.05], [-3.35, -0.60, 1.19], [-2.63, -0.84, -0.42], [-2.78, 0.80, 0.26]], "smiles": "CONC(O)(O)OC", "lumo_ev": 0.8, "homo_ev": -9.904}

*b*
{"formula": "C3H9NO4", "method": "the ωB97M-V functional and the def2-TZVPD basis", "elements": ["C", "C", "C", "N", "O", "O", "O", "O", "H", "H", "H", "H", "H", "H", "H", "H", "H"], "coordinates": [[0.25, 0.56, -0.75], [2.42, -0.49, 0.87], [-2.47, -0.49, -0.72], [-0.17, 0.80, 0.53], [1.90, 0.68, 0.31], [-1.72, 0.68, -0.87], [-0.39, -0.34, 1.20], [0.50, 1.57, -1.55], [-0.68, -0.05, 2.08], [0.35, 2.40, -1.07], [0.38, -0.43, -1.16], [3.43, -0.28, 1.24], [1.83, -0.84, 1.74], [2.47, -1.33, 0.16], [-3.50, -0.28, -1.02], [-2.51, -0.84, 0.33], [-2.09, -1.33, -1.33]], "lumo_ev": -0.6, "homo_ev": -8.692}

Which of them is least stable? Easy: *b*.

*a*
{"formula": "C6H14NP", "method": "the ωB97M-V functional and the def2-TZVPD basis", "elements": ["C", "C", "C", "C", "C", "C", "N", "P", "H", "H", "H", "H", "H", "H", "H", "H", "H", "H", "H", "H", "H", "H"], "coordinates": [[-0.87, -0.69, -0.12], [-1.62, -1.92, -0.17], [2.76, 0.01, 0.85], [1.89, 0.71, -1.41], [-3.06, 0.82, 0.56], [1.53, 0.24, 0.02], [0.69, -0.96, -0.01], [-1.58, 0.92, -0.49], [-2.08, -2.06, -1.14], [-2.37, -1.69, 0.58], [-0.88, -2.71, -0.04], [3.64, -0.28, 0.31], [2.94, 0.84, 1.60], [2.68, -0.89, 1.42], [2.61, 1.52, -1.26], [1.03, 1.05, -2.10], [2.42, 0.05, -2.07], [-3.92, 0.27, 0.14], [-3.30, 1.78, 0.94], [-2.75, 0.19, 1.47], [0.93, 1.05, 0.58], [-0.69, 1.74, 0.34]], "smiles": "CP/C(C)=N\\C(C)C", "lumo_ev": [0.4, 0.4], "homo_ev": [-8.308, -8.307]}

*b*
{"formula": "C6H14NP", "method": "the ωB97M-V functional and the def2-TZVPD basis", "elements": ["C", "C", "C", "C", "C", "C", "N", "P", "H", "H", "H", "H", "H", "H", "H", "H", "H", "H", "H", "H", "H", "H"], "coordinates": [[2.18, -0.65, -0.69], [-0.27, 1.43, -1.89], [0.86, -0.73, -0.54], [0.11, -1.99, -0.97], [-1.52, -0.39, 1.88], [0.74, 1.82, 0.82], [-1.49, 0.19, 0.57], [-0.18, 0.76, -0.35], [2.61, 0.28, -0.69], [2.76, -1.51, -0.92], [-0.69, 2.35, -1.83], [-0.98, 0.70, -2.36], [-0.48, -2.47, -0.20], [-0.62, -1.61, -1.79], [0.83, -2.68, -1.42], [-1.07, -1.42, 2.03], [-1.00, 0.33, 2.67], [-2.51, -0.26, 2.45], [1.53, 1.28, 1.54], [1.55, 2.42, 0.32], [-0.03, 2.31, 1.44], [-2.32, -0.16, -0.06]], "smiles": "C=C(C)[P@](=C)(C)NC", "lumo_ev": 0.8, "homo_ev": -7.781}

Which of them is least stable? Easy: *a*.

*a*
{"formula": "C3H8BrOPS", "method": "the ωB97M-V functional and the def2-TZVPD basis", "elements": ["C", "C", "C", "O", "P", "S", "Br", "H", "H", "H", "H", "H", "H", "H", "H"], "coordinates": [[0.41, 2.49, 0.23], [1.16, -2.65, 0.07], [-0.72, 1.43, -0.08], [-0.18, 0.07, 0.16], [-0.03, -1.02, -1.04], [0.47, -0.27, -2.75], [-2.13, -1.78, -0.97], [0.55, 2.75, 1.25], [1.30, 1.99, -0.23], [0.24, 3.32, -0.39], [1.54, -2.13, 0.92], [0.41, -3.54, 0.26], [1.73, -2.95, -0.77], [-0.99, 1.62, -1.09], [-1.59, 1.53, 0.59]], "lumo_ev": -0.1, "homo_ev": -9.184}

*b*
{"formula": "C3H8BrOPS", "method": "the ωB97M-V functional and the def2-TZVPD basis", "elements": ["C", "C", "C", "O", "P", "S", "Br", "H", "H", "H", "H", "H", "H", "H", "H"], "coordinates": [[1.02, 1.01, 1.39], [-2.55, -1.12, 0.15], [1.49, 0.98, -0.05], [0.44, 0.66, -0.94], [0.01, -0.87, -1.29], [1.54, -2.08, -1.25], [-0.80, -0.46, -3.31], [0.18, 1.69, 1.50], [0.71, 0.01, 1.69], [1.83, 1.34, 2.03], [-2.67, -2.17, -0.01], [-2.25, -0.78, 1.12], [-3.09, -0.44, -0.48], [2.31, 0.26, -0.18], [1.83, 1.97, -0.38]], "lumo_ev": [-1.9, -0.6], "homo_ev": [-8.961, -8.611]}

Which of them is least stable? Easy: *b*.

*a*
{"formula": "C43H44AsFeNOP2S2", "method": "the ωB97M-V functional and the def2-TZVPD basis", "elements": ["Fe", "S", "P", "C", "P", "S", "C", "C", "C", "C", "C", "C", "C", "C", "C", "C", "C", "C", "C", "C", "C", "C", "C", "C", "C", "C", "C", "C", "C", "C", "H", "H", "H", "H", "H", "H", "H", "H", "H", "H", "H", "H", "H", "H", "H", "H", "H", "H", "H", "H", "N", "C", "O", "C", "C", "H", "H", "H", "H", "H", "H", "C", "C", "C", "C", "C", "C", "H", "H", "H", "H", "H", "C", "As", "C", "C", "C", "C", "C", "C", "C", "C", "H", "H", "H", "H", "H", "H", "H", "H", "H", "H", "H", "H", "H"], "coordinates": [[-0.72, 0.91, 0.60], [-2.02, -1.63, 2.82], [-0.99, -2.18, 1.22], [-0.96, -1.02, -0.04], [-0.04, -0.93, -1.47], [1.31, 0.59, -1.43], [0.78, -2.46, -2.07], [0.05, -3.64, -2.13], [0.64, -4.82, -2.58], [1.97, -4.81, -2.98], [2.70, -3.63, -2.94], [2.11, -2.46, -2.48], [-1.15, -0.73, -2.93], [-0.74, -0.08, -4.09], [-1.59, 0.01, -5.18], [-2.86, -0.56, -5.12], [-3.27, -1.22, -3.97], [-2.41, -1.30, -2.87], [-1.79, -3.75, 0.66], [-1.13, -4.97, 0.53], [-1.80, -6.09, 0.05], [-3.13, -6.00, -0.33], [-3.79, -4.78, -0.21], [-3.13, -3.67, 0.29], [0.64, -2.83, 1.81], [0.70, -3.48, 3.05], [1.89, -4.00, 3.51], [3.05, -3.88, 2.76], [3.01, -3.22, 1.54], [1.80, -2.70, 1.07], [-0.99, -3.65, -1.83], [0.06, -5.73, -2.60], [2.44, -5.73, -3.32], [3.74, -3.62, -3.25], [2.67, -1.54, -2.43], [0.24, 0.38, -4.11], [-1.27, 0.53, -6.07], [-3.52, -0.49, -5.97], [-4.25, -1.67, -3.92], [-2.73, -1.77, -1.95], [-0.08, -5.04, 0.81], [-1.27, -7.03, -0.04], [-3.65, -6.87, -0.71], [-4.84, -4.71, -0.49], [-3.64, -2.73, 0.41], [-0.21, -3.55, 3.64], [1.93, -4.50, 4.48], [3.99, -4.28, 3.13], [3.91, -3.10, 0.94], [1.79, -2.16, 0.14], [-3.78, 1.69, -2.19], [-2.88, 1.71, -1.17], [-1.70, 1.47, -1.38], [-3.36, 2.12, 0.20], [-2.46, 1.54, 1.30], [-3.48, 1.25, -3.05], [-4.76, 1.65, -1.97], [-4.41, 1.85, 0.32], [-3.32, 3.22, 0.18], [-2.92, 0.64, 1.71], [-2.40, 2.26, 2.12], [2.17, 0.84, 4.42], [0.87, 1.31, 4.55], [0.00, 1.29, 3.46], [0.41, 0.81, 2.21], [1.72, 0.35, 2.10], [2.59, 0.35, 3.19], [2.84, 0.84, 5.27], [0.52, 1.67, 5.51], [-1.02, 1.62, 3.60], [2.08, -0.01, 1.15], [3.60, -0.04, 3.07], [-0.71, 4.50, 1.71], [0.07, 3.20, 0.49], [-0.14, 4.17, -1.19], [1.98, 3.44, 0.88], [2.50, 4.83, 0.73], [3.00, 5.27, -0.50], [3.46, 6.57, -0.65], [3.44, 7.45, 0.43], [2.96, 7.02, 1.65], [2.49, 5.72, 1.80], [-0.20, 5.47, 1.62], [-0.62, 4.12, 2.73], [-1.76, 4.63, 1.47], [0.34, 5.15, -1.13], [-1.20, 4.29, -1.38], [0.29, 3.57, -1.98], [2.49, 2.74, 0.22], [2.10, 3.06, 1.90], [3.02, 4.59, -1.33], [3.85, 6.90, -1.61], [3.81, 8.46, 0.31], [2.94, 7.69, 2.50], [2.12, 5.38, 2.76]], "charge": -1, "lumo_ev": [2.5, 2.5], "homo_ev": [-4.043, -4.018], "multiplicity": 2}

*b*
{"formula": "C43H44AsFeNOP2S2", "method": "the ωB97M-V functional and the def2-TZVPD basis", "elements": ["Fe", "S", "P", "C", "P", "S", "C", "C", "C", "C", "C", "C", "C", "C", "C", "C", "C", "C", "C", "C", "C", "C", "C", "C", "C", "C", "C", "C", "C", "C", "H", "H", "H", "H", "H", "H", "H", "H", "H", "H", "H", "H", "H", "H", "H", "H", "H", "H", "H", "H", "N", "C", "O", "C", "C", "H", "H", "H", "H", "H", "H", "C", "C", "C", "C", "C", "C", "H", "H", "H", "H", "H", "C", "As", "C", "C", "C", "C", "C", "C", "C", "C", "H", "H", "H", "H", "H", "H", "H", "H", "H", "H", "H", "H", "H"], "coordinates": [[0.25, -0.93, -0.51], [0.38, -1.06, 1.84], [0.20, 0.95, 1.44], [-1.05, 0.48, 0.12], [-2.73, 0.77, -0.14], [-4.01, -0.58, 0.54], [-3.28, 2.44, 0.42], [-4.15, 2.57, 1.49], [-4.62, 3.82, 1.87], [-4.24, 4.95, 1.18], [-3.38, 4.84, 0.09], [-2.91, 3.59, -0.28], [-3.01, 1.02, -1.95], [-4.27, 0.82, -2.49], [-4.51, 1.09, -3.83], [-3.49, 1.56, -4.64], [-2.23, 1.77, -4.11], [-1.98, 1.50, -2.76], [1.70, 1.49, 2.67], [2.05, 0.77, 3.82], [3.02, 1.24, 4.70], [3.67, 2.44, 4.46], [3.33, 3.18, 3.34], [2.36, 2.70, 2.47], [-0.82, 2.08, 2.47], [-0.85, 3.47, 2.34], [-1.57, 4.25, 3.22], [-2.28, 3.65, 4.26], [-2.27, 2.27, 4.39], [-1.56, 1.49, 3.50], [-4.46, 1.67, 2.02], [-5.29, 3.90, 2.72], [-4.62, 5.93, 1.47], [-3.08, 5.72, -0.47], [-2.26, 3.51, -1.15], [-5.06, 0.44, -1.85], [-5.50, 0.92, -4.24], [-3.68, 1.77, -5.69], [-1.42, 2.14, -4.73], [-0.99, 1.63, -2.35], [1.56, -0.17, 4.02], [3.27, 0.65, 5.58], [4.43, 2.80, 5.15], [3.82, 4.12, 3.13], [2.12, 3.30, 1.59], [-0.30, 3.95, 1.53], [-1.59, 5.32, 3.10], [-2.84, 4.27, 4.96], [-2.84, 1.80, 5.19], [-1.57, 0.41, 3.59], [-1.03, -1.45, -4.36], [-0.83, -1.41, -3.01], [0.11, -0.75, -2.56], [-1.74, -2.18, -2.12], [-1.05, -2.46, -0.78], [-0.59, -0.72, -4.90], [-1.94, -1.75, -4.67], [-2.13, -3.06, -2.65], [-2.61, -1.52, -1.95], [-0.62, -3.47, -0.82], [-1.79, -2.47, 0.02], [2.77, 2.20, -2.22], [1.58, 2.88, -1.96], [0.81, 2.53, -0.86], [1.23, 1.52, 0.02], [2.44, 0.88, -0.23], [3.19, 1.20, -1.36], [3.36, 2.45, -3.09], [1.25, 3.67, -2.62], [-0.13, 3.03, -0.67], [2.80, 0.15, 0.49], [4.12, 0.68, -1.56], [3.87, -2.36, -0.67], [1.93, -2.59, -0.75], [1.88, -3.64, -2.39], [1.75, -3.96, 0.66], [2.34, -5.29, 0.33], [1.58, -6.25, -0.35], [2.12, -7.48, -0.70], [3.44, -7.78, -0.37], [4.20, -6.84, 0.32], [3.65, -5.62, 0.67], [4.38, -3.32, -0.73], [4.14, -1.86, 0.26], [4.19, -1.73, -1.50], [2.59, -4.47, -2.37], [2.12, -2.97, -3.21], [0.87, -4.03, -2.55], [0.69, -4.02, 0.87], [2.23, -3.51, 1.54], [0.56, -6.01, -0.61], [1.52, -8.20, -1.23], [3.86, -8.74, -0.64], [5.22, -7.07, 0.59], [4.25, -4.90, 1.21]], "charge": -1, "lumo_ev": [2.5, 2.5], "homo_ev": [-3.628, -4.244], "multiplicity": 2}

Which of them is least stable? Easy: *b*.